(i)
Formula: C2H6N4S
Source: the OMol25 dataset
Level of theory: the ωB97M-V functional and the def2-TZVPD basis

Each line ends with the Mulliken charge.
Element x y z (Å)
N 2.19 -1.18 0.03  -0.821
N 1.02 -0.45 -0.04  0.073
C 0.99 0.92 -0.10  0.128
N -0.08 1.64 -0.01  -0.564
C -1.37 1.09 0.01  0.108
N -1.70 -0.14 -0.17  -0.463
S -3.34 -0.45 -0.01  -0.143
H 2.77 -1.12 -0.79  0.245
H 2.66 -0.95 0.85  0.226
H 0.12 -0.90 0.08  0.371
H 1.95 1.43 -0.17  0.357
H -2.10 1.89 0.33  0.348
H -3.12 -1.75 0.00  0.134

Values from the calculation:
- orbital gap (eV) = 9.00
- SMILES = NN/C=N\C=N\S
- molar mass (g/mol) = 118.2

(ii)
Formula: C2H6N4S
Source: the OMol25 dataset
Level of theory: the ωB97M-V functional and the def2-TZVPD basis

Each line ends with the Mulliken charge.
Element x y z (Å)
C -1.01 0.35 -0.72  -0.558
C 0.92 0.12 0.83  -0.836
N -1.82 -1.62 0.46  -0.427
N -0.02 -1.64 -0.20  -0.669
N 0.15 -0.36 -0.36  0.301
N -2.13 -0.50 0.10  0.398
S -3.56 0.38 0.09  -0.317
H -0.88 1.33 -0.34  0.373
H -1.31 0.19 -1.75  0.355
H 1.66 -0.67 1.01  0.321
H 1.50 0.90 0.69  0.409
H 0.31 0.24 1.73  0.326
H -0.45 -2.09 -1.03  0.324

Values from the calculation:
- orbital gap (alpha / beta) (eV) = 8.73 / 8.73
- molar mass (g/mol) = 118.2

(iii)
Formula: C2H6N4S
Source: the OMol25 dataset
Level of theory: the ωB97M-V functional and the def2-TZVPD basis

Each line ends with the Mulliken charge.
Element x y z (Å)
N 1.28 -2.07 -1.02  -0.664
N 0.35 -1.23 -0.35  -0.133
C 0.84 -0.09 -0.26  -0.054
N 0.20 1.15 -0.07  -0.241
C -0.94 1.39 0.72  0.058
N -1.50 0.27 1.25  -0.424
S -1.63 2.96 0.94  -0.320
H 1.46 -1.39 -1.75  0.259
H 0.93 -3.04 -1.44  0.284
H 1.88 0.21 -0.47  0.292
H 1.05 2.00 0.12  0.340
H -1.32 -0.67 0.89  0.319
H -2.60 0.51 1.44  0.284

Values from the calculation:
- orbital gap (eV) = 8.68
- SMILES = N/N=C/NC(N)=S
- molar mass (g/mol) = 118.2

Quick one: most stable of them? (i)